Entry 1:
# C29H64O20P4

5 unconnected molecules or ions with the total composition C29H64O20P4 at a distorted geometry (the ωB97M-V functional and the def2-TZVPD basis, the OMol25 dataset).

```
117
Properties=species:S:1:pos:R:3:forces:R:3
P -0.161711 4.890312 7.245890 -3.94 4.37 3.38
P -5.141188 -2.270139 -6.505173 -3.89 5.09 2.36
P 3.121383 1.560382 2.958696 5.45 3.99 -0.80
P 3.471378 -4.864936 -1.255047 -0.48 -6.91 -1.22
O -6.121040 -1.930446 -5.229769 0.10 -0.40 -0.53
O -2.481141 -1.534299 -1.072743 -0.31 0.32 0.07
O 1.466996 -0.089564 -3.313574 0.29 -0.18 0.09
O -2.795032 0.474521 -2.026653 1.41 -0.22 -0.35
O -5.391953 -0.973832 -7.470180 0.12 -0.70 0.02
O 4.056701 1.341398 1.637393 -0.65 0.00 0.28
O 3.392051 -5.495200 -2.772232 0.25 0.51 0.48
O 3.792153 2.905866 3.626761 -0.51 -0.23 -0.30
O 5.093056 -4.659967 -1.284826 -1.71 2.63 0.55
O 1.968452 2.432642 2.201008 -1.08 -2.57 1.23
O 2.038059 -4.506686 -1.006462 1.77 3.26 0.41
O -0.742257 6.191588 6.442561 0.19 -0.68 -0.04
O 1.210966 5.323575 7.642131 0.71 -2.86 -2.06
O -1.277462 3.842258 6.689527 2.92 -0.72 -0.74
O -0.914476 5.034257 8.700873 0.03 -0.34 -0.53
O 3.637536 0.535989 3.913595 -3.42 -1.01 -0.37
O 3.568801 -6.224296 -0.336704 0.43 0.67 -0.18
O -1.786250 -1.382074 -3.133911 -0.19 1.69 -0.27
O -3.818326 -1.970531 -5.878448 0.70 -3.04 -1.73
O -6.263080 -3.218136 -7.208964 2.90 -1.13 -0.15
C -5.693639 -2.215759 -3.893674 0.16 0.25 0.19
C 3.995393 0.091390 0.950887 0.05 -0.34 -0.21
C 6.059436 -5.720073 -1.303583 0.94 -0.29 0.15
C 0.584076 -0.897031 -3.220078 -0.34 0.65 -0.20
C -1.302714 2.060632 -0.776785 -0.10 0.22 0.06
C 2.628222 -0.163763 0.346517 -0.11 0.08 0.12
C 1.670782 -7.238776 0.764861 0.00 -0.19 -0.09
C -0.210740 4.740290 9.911284 0.14 0.26 0.20
C -0.800895 -0.557163 -3.781790 0.40 -0.60 -0.35
C -8.198669 -1.963654 -8.095046 0.23 0.40 0.10
C 2.828792 3.799126 0.332331 0.41 -0.21 0.04
C -4.485577 -0.728514 -8.544142 0.21 0.13 -0.24
C 3.934641 3.014831 5.047878 0.29 -0.03 0.17
C -3.479902 4.877878 6.265183 0.19 0.43 0.09
C 0.114931 6.020259 10.652459 -0.13 0.15 0.05
C 2.859507 -6.311054 0.904558 -0.34 -0.16 0.05
C 3.940531 -3.508114 -4.091837 0.02 0.03 0.17
C -4.511931 -1.830208 -9.587453 -0.03 -0.13 0.11
C -0.177854 5.556118 4.150464 0.01 -0.16 0.08
C -2.333543 -0.850161 -2.034329 -0.19 -2.07 1.19
C -0.086230 6.602412 5.245017 0.16 0.19 -0.26
C 2.148432 3.754521 1.684026 -0.43 0.83 -0.38
C 5.387102 2.851188 5.443135 0.16 0.08 -0.08
C -1.965735 1.208047 -1.285777 -0.67 0.56 -0.58
C -2.668757 3.858788 7.035551 -0.90 -0.52 0.01
C -7.680341 -3.011366 -7.134075 -0.95 -0.40 -0.13
C -5.338177 -0.932249 -3.175896 -0.12 0.14 0.02
C 2.975964 -4.654135 -3.843999 -0.12 0.14 -0.25
C 6.279711 -6.329249 -2.671373 -0.41 -0.17 -0.15
H 4.276840 -0.718771 1.629046 -0.02 0.07 0.06
H -1.001807 0.513191 -3.724657 -0.03 -0.10 0.21
H 3.956135 -2.815784 -3.243493 -0.03 0.03 -0.07
H -4.635542 -0.334456 -3.756104 0.08 -0.15 -0.06
H -0.576479 7.520675 4.920890 -0.08 -0.01 0.14
H 4.956992 -3.876645 -4.224691 -0.02 -0.02 -0.06
H 5.464210 -6.994354 -2.950709 -0.04 0.06 -0.01
H 2.543072 -5.324782 1.243971 -0.03 0.02 -0.11
H 6.991367 -5.251218 -0.980804 -0.15 0.24 -0.01
H -3.890945 -1.562679 -10.442913 0.03 0.01 0.03
H 3.900707 3.627445 0.417960 -0.01 -0.08 0.01
H 0.374417 4.651194 4.425560 0.04 0.03 -0.07
H 3.555337 -6.704141 1.648885 0.09 0.01 -0.10
H -5.528174 -2.013196 -9.934745 0.00 0.06 -0.03
H 0.695117 4.169497 9.708077 0.02 0.07 -0.08
H -3.031378 2.861741 6.777172 0.26 -0.03 -0.12
H -6.227474 -0.317436 -3.027582 -0.01 -0.03 0.03
H 5.492183 2.816739 6.528725 -0.02 0.02 -0.01
H 2.642393 4.408774 2.397619 0.16 -0.28 0.14
H 2.691472 4.785448 -0.115109 -0.12 0.00 0.07
H -3.224933 4.868002 5.205747 -0.05 -0.09 0.00
H -4.137034 -2.771949 -9.174382 0.05 0.03 -0.05
H -6.521952 -2.713828 -3.385351 -0.06 0.01 -0.11
H 1.058040 -7.222972 1.667647 0.03 0.01 0.00
H 2.008535 -8.262790 0.595504 0.01 0.01 0.04
H -7.976406 -0.955682 -7.747487 0.07 -0.01 -0.02
H -4.849310 -2.905195 -3.891546 0.04 0.06 -0.08
H -0.801777 6.497428 11.003567 0.00 -0.03 0.02
H 1.136287 4.151720 1.569765 -0.09 -0.26 0.09
H 3.309294 2.283795 5.560399 0.04 -0.07 -0.08
H 5.838903 -6.482720 -0.561972 -0.36 0.07 -0.01
H 4.746557 0.133281 0.161730 0.04 0.15 0.07
H -4.790745 0.215072 -8.996853 -0.10 0.01 0.13
H 1.968857 -4.275098 -3.646182 0.01 -0.03 0.06
H 3.578827 4.007220 5.335288 -0.04 0.00 -0.11
H 0.618796 6.735047 10.003046 0.12 -0.13 -0.06
H 2.421399 3.045796 -0.342090 -0.07 0.05 0.00
H -2.819437 3.960783 8.106513 0.31 0.18 0.03
H -3.474519 -0.593019 -8.150756 -0.03 -0.04 0.06
H 0.957746 6.845623 5.460153 -0.01 -0.04 0.06
H 6.363814 -5.560357 -3.438847 0.09 0.02 0.04
H 1.051343 -6.961478 -0.087121 -0.01 0.18 0.06
H 2.637236 -1.069805 -0.261168 0.00 -0.02 0.04
H -0.821362 2.911032 -0.353571 0.18 -0.30 0.13
H 5.811952 1.942637 5.017845 -0.15 -0.10 0.06
H -4.902800 -1.146387 -2.199277 -0.10 -0.03 0.03
H 1.871530 -0.283596 1.128858 0.01 -0.08 -0.04
H -3.316553 5.887189 6.640559 0.07 0.00 -0.03
H -7.759222 -2.082200 -9.085146 -0.06 -0.08 -0.01
H -9.283526 -2.048179 -8.178427 0.02 -0.14 0.03
H -1.212387 5.261049 3.976775 -0.01 0.05 -0.02
H 2.316465 0.672815 -0.278157 0.04 -0.03 -0.07
H 5.977827 3.688027 5.066242 -0.02 0.02 0.03
H -0.862983 4.110842 10.520942 -0.08 0.00 -0.10
H 0.729497 -1.897693 -2.765963 -0.13 0.07 -0.02
H -8.008286 -2.812971 -6.117702 0.32 0.15 0.08
H -0.781220 -0.832367 -4.841870 -0.21 -0.07 0.13
H 0.239442 5.939717 3.218578 0.04 0.02 0.03
H 2.919469 -5.287226 -4.729995 0.02 -0.11 0.10
H -4.543212 4.657396 6.373950 0.04 -0.13 0.01
H 3.650641 -2.947999 -4.981632 -0.04 0.01 0.03
H 7.196315 -6.921901 -2.663871 0.05 0.10 0.10
H -8.116474 -3.975033 -7.405153 0.27 -0.07 -0.07
H 0.750495 5.817839 11.516252 -0.02 -0.02 -0.01
```
Forces are in eV/Å.

ΔE to the lowest compared entry with this formula, charge and spin in kJ/mol: 0.00
HOMO in eV: -10.10
Charge: 0
Spin multiplicity: 1
LUMO in eV: -0.1
Orbital gap in eV: 9.98
Energy in Eh: -4013.59351
F_max in eV Å⁻¹: 7.03

=====

Entry 2:
# C29H65F4IN6O10P3S

A molecular structure, C29H65F4IN6O10P3S at a distorted geometry (the ωB97M-V functional and the def2-TZVPD basis, the OMol25 dataset).

```
119
Properties=species:S:1:pos:R:3:forces:R:3
I 1.765161 -1.190229 -3.158382 1.16 -0.48 0.08
S -1.111443 -0.386189 -4.399739 -1.04 0.29 -0.21
P 1.248931 4.316458 -3.007557 -1.25 -0.43 -0.70
P 0.851461 0.597253 -1.555526 0.27 0.61 1.76
P -0.464102 1.173083 -3.379020 -0.22 -0.98 -0.66
F 1.515118 3.454588 0.533272 -0.11 -0.11 0.23
F 3.600169 -3.111015 0.613887 0.15 0.39 0.15
F 4.077705 -1.349968 1.795903 0.41 0.10 -0.42
F 4.544877 -1.427181 -0.357855 0.08 0.11 0.46
O 2.724898 -7.162655 -2.355844 0.03 -0.05 -0.01
O -5.889626 1.668569 -0.532386 -0.24 0.04 -0.16
O 6.864538 5.856951 -3.847917 0.10 -0.01 -0.02
O 0.229246 1.893029 -0.538458 0.12 0.19 -0.52
O 6.815145 -10.493962 -3.031822 -0.03 0.01 -0.01
O -2.242367 1.592605 1.357623 -0.09 -0.08 -0.15
O -4.648397 4.089647 3.144779 -0.30 0.22 0.25
O 2.007256 1.774967 -2.263686 -0.30 0.20 -0.32
O -5.500272 1.837183 6.387700 0.02 -0.34 0.15
O 2.492631 4.605502 -4.086471 -0.03 0.07 0.55
N -5.886337 4.273853 4.991731 0.05 0.60 -0.03
N -7.542097 1.509918 0.970269 -0.07 0.17 -0.03
N 5.672782 4.039918 -3.284150 0.22 -0.03 0.06
N 6.212284 -10.223500 -5.173395 -0.13 0.10 0.04
N 3.175285 -8.040249 -0.346453 0.17 0.12 0.05
N -4.112509 0.971570 4.850737 -0.08 -0.10 0.22
C -3.039393 0.123094 4.352337 -0.10 0.26 -0.11
C -3.946596 0.188284 7.164588 -0.05 0.05 0.08
C 4.985267 -9.000011 -3.440261 0.17 -0.12 0.00
C -3.752739 5.471396 4.886605 0.05 0.01 -0.09
C 6.074794 -9.960935 -3.844637 0.07 -0.03 0.12
C 0.816833 3.098018 -0.642386 0.09 -0.36 -0.09
C -6.231609 4.710245 6.329456 -0.35 -0.28 -0.19
C -6.784830 2.216323 0.084330 0.12 -0.02 0.00
C 4.287926 -5.952089 -1.005976 0.00 -0.07 -0.06
C -4.586826 1.063660 6.112969 -0.02 0.11 -0.23
C 1.093541 5.915411 -2.102201 0.70 -0.15 -0.25
C 3.336729 -7.083746 -1.303535 -0.16 0.11 -0.12
C -2.578664 2.964285 1.364522 0.55 0.30 0.40
C -7.095254 3.683169 -0.086575 0.00 0.03 0.01
C 1.879392 3.057611 -1.785040 -0.06 1.24 0.57
C 2.242052 -1.199589 0.305463 0.02 0.33 0.39
C -8.635622 1.982952 1.794473 0.20 -0.38 -0.03
C -1.944625 -0.064708 -0.979932 -0.28 -1.04 1.01
C -2.829521 -0.464620 0.239553 0.06 0.80 0.14
C 6.808411 4.642755 -3.702649 -0.14 0.08 0.04
C 2.210614 0.226478 -0.267895 0.49 -0.94 -0.22
C -3.326734 0.780207 0.957640 -0.08 -0.02 -0.12
C 5.427287 2.623915 -3.059674 -0.29 0.29 -0.03
C 8.000864 3.755245 -3.981909 0.06 0.05 -0.03
C -0.480536 -0.476132 -0.746807 -0.40 -0.04 -0.69
C 3.632443 -1.735210 0.573281 -0.80 -0.70 -0.15
C -4.790557 4.567656 4.267616 -0.09 -0.20 -0.11
C 5.435165 -9.690976 -6.276958 0.32 -0.27 0.00
C 3.808528 -8.121317 0.955635 -0.28 -0.27 -0.17
H -3.255842 3.240068 0.552814 -0.12 -0.15 -0.07
H -1.508281 2.055091 -3.025430 0.23 0.23 -0.07
H 0.363802 1.897977 -4.247959 -0.09 0.31 0.29
H 5.135602 2.461217 -2.021073 0.02 -0.14 -0.01
H -3.965140 1.328277 0.265591 0.06 0.03 0.03
H -2.255226 0.743277 3.916576 0.03 -0.10 -0.06
H -0.361560 -1.491478 -1.118247 0.04 -0.12 0.02
H -6.963696 4.213461 0.857971 -0.05 0.02 0.00
H -2.936795 5.598321 4.181413 -0.03 -0.05 -0.05
H 3.162783 0.423709 -0.749031 0.00 -0.04 -0.28
H 4.308034 -5.276997 -1.855636 -0.09 -0.02 -0.03
H 6.092067 -9.158480 -6.967226 -0.11 0.08 -0.05
H 2.065897 4.585876 -4.949457 0.29 -0.06 -0.06
H -5.477281 5.369237 6.745852 0.05 0.02 -0.09
H 5.151163 -8.021675 -3.890940 -0.18 0.01 -0.04
H -3.026551 3.273546 2.313801 0.07 -0.17 -0.34
H -3.953655 0.533115 1.828960 -0.06 -0.08 -0.02
H 6.311198 2.033110 -3.274644 0.03 0.03 0.00
H -4.179413 6.450044 5.108741 0.03 -0.01 0.11
H 8.827973 4.379476 -4.306240 -0.05 0.08 0.01
H 2.041071 6.318378 -1.745866 0.04 0.00 0.21
H 2.527476 -8.765474 -0.609260 -0.02 0.00 0.01
H -4.431829 0.378836 8.117046 -0.05 0.05 -0.03
H -4.069964 -0.865257 6.912865 0.12 -0.01 -0.01
H -2.884845 0.416933 7.260018 0.03 -0.11 -0.03
H 5.295611 -6.338861 -0.840479 0.00 0.05 0.11
H 2.167923 0.912170 0.572657 -0.39 0.28 -0.05
H 4.996964 -8.890484 -2.361502 0.07 -0.08 0.02
H -2.281584 -1.087083 0.948181 0.03 -0.24 -0.06
H -1.658939 3.536216 1.224990 0.14 -0.09 0.00
H 4.478434 -7.283878 1.115087 -0.01 0.03 -0.03
H 3.046088 -8.117951 1.737080 0.10 0.06 0.10
H 1.712406 -1.941834 -0.282274 0.13 0.06 -0.35
H 8.298892 3.217847 -3.081046 -0.02 -0.11 -0.06
H 0.025126 3.845967 -0.711589 0.13 0.27 -0.17
H -3.358988 5.028528 5.802111 -0.04 0.08 0.06
H -4.575590 1.582957 4.190979 0.13 0.05 -0.06
H 1.758063 -1.180560 1.280945 -0.07 -0.21 0.10
H 4.670908 -9.008484 -5.922433 0.01 0.00 0.04
H 4.377573 -9.050169 1.031575 0.09 0.06 0.10
H 4.008305 -9.379425 -3.738261 -0.06 0.18 -0.05
H -6.333236 3.832658 6.964333 0.05 0.06 0.12
H -7.279084 0.539410 1.035889 0.01 0.00 0.01
H -7.188246 5.237222 6.296960 0.06 0.11 0.13
H 0.692897 6.607361 -2.839106 0.01 0.08 -0.12
H -8.115901 3.821233 -0.447390 -0.02 0.05 0.08
H -3.727764 -0.986240 -0.088281 0.00 -0.27 -0.01
H -2.338541 -0.631894 -1.813635 0.08 0.39 -0.48
H 7.770481 3.039767 -4.771941 0.02 -0.09 0.08
H -8.817100 3.039817 1.631944 0.03 0.01 -0.03
H -2.077118 1.003880 -1.106545 0.15 0.12 -0.28
H -0.327978 -0.504322 0.329179 0.43 0.32 0.10
H 4.955823 -10.508803 -6.818613 -0.10 0.09 -0.05
H -3.424625 -0.534871 3.574036 0.11 -0.09 0.04
H -8.399520 1.822150 2.848900 -0.09 0.10 0.04
H 4.909971 4.679251 -3.116993 -0.08 -0.06 -0.14
H 2.811682 3.406616 -1.328428 0.19 -0.04 0.02
H -9.545089 1.427044 1.557148 -0.09 0.11 0.06
H -6.520986 3.653134 4.516845 0.01 -0.13 0.14
H 4.608880 2.288041 -3.697405 0.01 -0.12 0.06
H -2.617798 -0.480479 5.149095 -0.03 0.02 0.05
H 6.955405 -10.871231 -5.380069 0.01 0.00 -0.01
H 0.361928 5.859937 -1.304848 0.02 -0.13 0.19
H -6.407555 4.097615 -0.816639 0.05 -0.07 -0.01
H 3.958618 -5.394358 -0.130375 0.11 0.01 0.04
```
Forces are in eV/Å.

HOMO in eV: -4.05
Charge: -1
Spin multiplicity: 1
LUMO in eV: 1.8
Orbital gap in eV: 5.87
Energy in Eh: -4344.51911
F_max in eV Å⁻¹: 1.88